[1]
Below is a cluster of 3 separate species, C18H25BF5N4O11S in total, with properties calculated with ωB97M-V with the def2-TZVPD basis set.

Output
Kohn-Sham gap in eV: 6.75
HOMO energy in eV: -11.21
Multiplicity: 1
Total charge: +1
LUMO level in Eh: -0.164

Positions of all 65 atoms, in Å:
N -1.38712 -3.81120 1.50101
C -0.41651 -2.99896 1.31388
N 0.21727 -2.96860 0.07771
N 0.06689 -2.13483 2.30479
C 1.23334 -1.28286 2.03201
C 0.80874 0.03990 1.33759
C 1.64766 0.39355 0.11458
C 1.18633 1.67344 -0.63364
C -0.29932 1.83494 -0.49746
C -0.87647 2.87130 0.21908
N -2.19816 2.91327 0.37710
C -3.03979 1.97517 -0.10526
S -4.79013 2.15558 0.24362
O -5.21839 3.34497 -0.41642
O -5.45079 0.91474 0.02997
C -4.87615 2.47240 2.09685
F -3.64385 2.72591 2.59436
F -5.63248 3.56170 2.24563
C -5.52185 1.30488 2.89524
F -6.79254 1.15132 2.53864
F -4.82818 0.17853 2.71216
F -5.46523 1.64567 4.19001
C -2.52168 0.93463 -0.85440
O -3.29715 -0.03501 -1.35326
B -2.87279 -1.35249 -1.04291
O -2.89138 -2.30600 -2.01845
O -2.33290 -1.55032 0.18326
C -1.13883 0.88759 -1.04857
H -1.66951 -3.78387 2.47705
H 0.39637 -2.03557 -0.26828
H -0.36392 -3.45058 -0.59742
H -0.70429 -1.56429 2.62313
H 1.95543 -1.80094 1.40911
H 1.66367 -1.03289 2.99400
H 0.92534 0.85911 2.05196
H -0.24843 -0.08185 1.09405
H 1.71520 -0.41872 -0.61077
H 2.66204 0.57161 0.47068
H 1.68084 2.56165 -0.24169
H 1.43332 1.57579 -1.69037
H -0.27719 3.65000 0.66683
H -2.58135 3.67871 0.91889
H -3.76403 -2.56238 -2.33383
H -2.44774 -2.45493 0.52734
H -0.70349 0.07340 -1.61582
C 0.80357 0.36592 -6.21389
C 1.81707 1.26525 -5.53011
O 1.55406 1.00197 -4.13889
C 0.97810 -0.21373 -4.04310
O 0.79792 -0.79271 -3.01295
O 0.63957 -0.68522 -5.24815
H 1.14748 -0.04237 -7.15879
H -0.15989 0.85450 -6.36141
H 2.84628 0.98038 -5.74708
H 1.68234 2.32046 -5.74645
C 6.81249 -1.08367 2.36445
C 5.93851 -2.32457 2.36429
O 4.68663 -1.80591 2.83749
C 4.64820 -0.48544 2.57887
O 3.67559 0.19384 2.70135
O 5.84757 -0.03901 2.16216
H 7.55302 -1.07080 1.57067
H 7.30676 -0.91905 3.32208
H 5.79042 -2.73282 1.36388
H 6.29346 -3.11054 3.02363

Atoms 1-2, force components in eV/Å:
-0.424 0.246 -0.042
0.536 0.028 0.091

Atom charges from the Mulliken analysis, given in e for atoms 1 to 2: number 1, N, carries -0.90; number 2, C, carries 0.62



[2]
Below is a structure of composition C18H25BN8O3V, with properties calculated with ωB97M-V with the def2-TZVPD basis set.

Output
Relative energy (zero: lowest compared OMol25 entry of this formula, charge and spin) in kcal per mole: 0.0
Kohn-Sham gap (spin up / spin down) in eV: 7.73 / 9.45
HOMO energy (spin up / spin down) in eV: -7.07 / -8.90
Multiplicity: 4
Total charge: 0
⟨S²⟩: 3.763
LUMO level (spin up / spin down) in Eh: 0.024 / 0.020

Positions of all 56 atoms, in Å:
H 1.09723 3.04859 -0.64055
N 0.60035 1.47215 -1.96852
B -0.14869 0.11341 -4.02913
N 0.30556 1.43332 -3.35304
C 0.45425 2.66297 -3.85854
V 0.66648 -0.06357 -0.89342
H 0.30490 2.81623 -4.91785
C 0.79596 3.54720 -2.82997
H 0.95559 4.60500 -2.92134
C 0.87377 2.77998 -1.66309
H -0.22846 0.23213 -5.21892
C -2.37470 -3.26255 1.70152
H -1.91131 -3.77678 2.53827
H -1.61081 -2.96160 0.99072
H -3.07319 -3.93727 1.21548
N -1.57803 -0.26805 -3.44790
N 0.80349 -1.04584 -3.63829
N -1.69990 -0.38976 -2.10311
N 1.10682 -1.28888 -2.28161
C -2.76207 -0.56330 -4.02196
C 1.36508 -2.00477 -4.38575
H -2.86364 -0.51788 -5.08611
H 1.27070 -1.95614 -5.45963
C -3.64980 -0.88340 -2.99262
C 2.00243 -2.92527 -3.54835
C -2.94079 -0.76418 -1.78826
C 1.82014 -2.45245 -2.24399
H -4.66174 -1.16908 -3.07666
H 2.52086 -3.81716 -3.84566
H -3.22752 -0.91779 -0.74656
H 2.16244 -2.82340 -1.28955
H -2.88931 -2.41737 2.04953
C -1.16459 -0.66829 3.98022
C -0.50742 0.69638 4.01360
C 0.76436 0.80719 3.14563
C 1.41581 2.20513 3.23943
C 0.44588 3.37377 3.16553
C 1.80562 -0.23020 3.60938
O 1.95285 -0.54172 4.78449
N 2.64502 -0.78325 2.64594
C 2.36684 -0.86433 1.28658
O 3.04413 -1.51884 0.47999
N 1.24990 -0.16490 0.90932
C 0.40756 0.57049 1.68617
O -0.57807 1.06136 1.08807
H -1.70595 -0.84059 3.04475
H -1.89013 -0.74834 4.79842
H -0.42881 -1.46590 4.11685
H -1.23470 1.45542 3.69915
H -0.22722 0.94815 5.04621
H 1.99006 2.26469 4.17475
H 2.14948 2.28107 2.42499
H -0.10533 3.48995 4.10474
H 0.99525 4.30428 2.99162
H -0.27383 3.24352 2.35145
H 3.39721 -1.37954 2.96759

Atoms 1-2, force components in eV/Å:
0.014 0.021 -0.129
0.029 3.909 -3.202

Atom charges from the Mulliken analysis, given in e for atoms 1 to 2: number 1, H, carries 0.43; number 2, N, carries 0.14



[3]
Below is a structure of composition C18H25Cl42FNO4PS2, with properties calculated with ωB97M-V with the def2-TZVPD basis set.

Output
Kohn-Sham gap in eV: 9.29
HOMO energy in eV: -9.19
Multiplicity: 1
Total charge: 0
LUMO level in Eh: 0.004

Positions of all 94 atoms, in Å:
C -4.63775 2.16688 -4.44190
C -3.40444 1.25990 -4.72254
C -2.96484 0.39869 -3.51105
C -1.62500 0.77647 -2.88813
N -1.62185 1.91322 -1.89649
P -2.70700 1.74590 -0.56542
O -4.13284 2.41954 -0.79631
O -2.03329 2.51300 0.65718
S -2.97477 -0.07906 -0.06411
S -1.54473 3.43423 -2.53508
O -2.80598 4.09702 -2.48841
O -0.52748 4.10674 -1.80170
F -1.03613 3.32795 -3.98326
H -4.98037 2.06392 -3.41387
H -5.45277 1.86913 -5.10374
H -4.42787 3.20806 -4.68655
H -3.71942 0.57345 -5.51013
H -2.59412 1.84961 -5.15286
H -3.78562 0.34994 -2.79802
H -2.83864 -0.62101 -3.88679
H -1.25048 -0.08904 -2.34517
H -0.89334 0.99717 -3.66470
H -4.15799 3.31464 -0.42507
H -1.71273 3.39959 0.39706
C -0.82905 -3.46081 0.20196
Cl -2.59070 -3.37307 0.36196
Cl -0.33976 -5.06606 -0.32794
Cl -0.22019 -2.23604 -0.90967
H -0.38950 -3.27824 1.18006
C -1.90938 4.43075 3.66976
Cl -1.73311 5.19681 2.08299
Cl -1.83737 5.63336 4.95259
Cl -3.41079 3.51428 3.75753
H -1.08490 3.74100 3.79789
C -1.51597 7.32652 -4.29949
Cl -2.13599 5.84512 -3.52633
Cl -2.48132 8.72689 -3.82105
Cl 0.19040 7.57231 -3.88792
H -1.58894 7.22186 -5.37474
C 3.15412 -3.57075 1.71231
Cl 1.53815 -3.16537 2.31488
Cl 3.73358 -5.06206 2.44425
Cl 3.13674 -3.69144 -0.03921
H 3.82449 -2.76736 1.98603
C 2.03479 -7.99081 -2.04330
Cl 2.89290 -9.53439 -2.01469
Cl 0.29512 -8.24049 -1.87018
Cl 2.63349 -6.90388 -0.79197
H 2.21503 -7.52827 -3.00450
C 5.79376 -1.06748 -2.01666
Cl 6.67245 -2.29737 -2.92683
Cl 4.11947 -0.95245 -2.56620
Cl 5.82566 -1.41722 -0.29033
H 6.27484 -0.11315 -2.18406
C 1.39209 -2.20197 -5.81516
Cl 0.70947 -3.81072 -6.04693
Cl 0.35846 -1.23652 -4.75075
Cl 3.02709 -2.29695 -5.16668
H 1.43485 -1.71115 -6.77824
C 5.13792 0.00781 3.96324
Cl 3.38150 0.02889 4.12751
Cl 5.68506 -1.54610 3.32658
Cl 5.68513 1.33158 2.93513
H 5.57243 0.13812 4.94549
C 0.19255 11.14280 -5.07872
Cl -0.75828 11.05177 -6.56285
Cl 1.89284 11.44408 -5.44240
Cl -0.44650 12.38694 -4.00421
H 0.11913 10.18934 -4.57256
C 0.39945 2.16848 6.46528
Cl -1.14678 2.68365 7.13588
Cl 0.98819 0.71799 7.27427
Cl 0.25882 1.88906 4.72400
H 1.11958 2.96048 6.62311
C 7.17352 -4.86515 5.22641
Cl 8.21690 -4.01417 6.36694
Cl 5.47431 -4.62357 5.63880
Cl 7.49933 -4.33788 3.57359
H 7.39170 -5.92263 5.29213
C 1.88984 -8.93135 2.88512
Cl 0.64149 -7.79300 2.37620
Cl 2.35084 -9.98748 1.55314
Cl 3.29592 -8.06900 3.51779
H 1.48661 -9.54437 3.67991
C -4.81725 -6.02380 -1.17073
Cl -6.41571 -5.55889 -0.58618
Cl -4.25247 -7.48283 -0.35597
Cl -4.83264 -6.25091 -2.92093
H -4.12788 -5.22259 -0.94056
C -4.00774 4.24324 9.54143
Cl -5.54810 4.76896 10.21973
Cl -3.42751 2.79099 10.35744
Cl -4.14964 3.96777 7.80438
H -3.28311 5.03092 9.69933

Atoms 1-2, force components in eV/Å:
0.310 -0.195 -0.529
-0.820 0.007 0.132

Atom charges from the Mulliken analysis, given in e for atoms 1 to 2: number 1, C, carries -1.01; number 2, C, carries -0.56



[4]
Below is a structure of composition C18H25Cl54NbOPS, with properties calculated with ωB97M-V with the def2-TZVPD basis set.

Output
Kohn-Sham gap in eV: 6.37
HOMO energy in eV: -5.08
Multiplicity: 1
Total charge: -1
LUMO level in Eh: 0.047

Positions of all 101 atoms, in Å:
O -2.59887 -4.44258 -2.23628
P -2.72884 -5.94381 -1.99896
Nb -2.71017 -6.34938 0.62650
S -0.27012 -6.24488 0.82525
H -1.70342 -6.64658 -2.69484
H -3.88289 -6.42535 -2.67843
H -2.54238 -8.15470 0.39198
H -2.96010 -6.61863 2.41662
H -2.91383 -4.54811 0.86764
H -4.50314 -6.54489 0.50015
H 0.05755 -5.25076 -0.01763
C -0.90461 -2.79941 3.93637
Cl 0.70522 -3.38843 4.37960
Cl -0.91001 -2.15248 2.29102
Cl -2.11453 -4.05341 4.13489
H -1.14265 -1.97978 4.60325
C -5.22212 -1.85343 1.05329
Cl -6.24662 -3.14904 0.44480
Cl -5.16525 -1.87531 2.82588
Cl -3.61188 -1.95386 0.37303
H -5.66368 -0.90814 0.75511
C -3.06745 -11.77597 -0.45022
Cl -3.00876 -10.27311 -1.33825
Cl -2.05199 -13.02370 -1.20870
Cl -2.60469 -11.55111 1.23612
H -4.08769 -12.14397 -0.46604
C 0.91713 -1.83152 -1.42088
Cl 1.15563 -0.81516 0.00720
Cl 2.24160 -2.99544 -1.59533
Cl -0.63603 -2.65374 -1.41461
H 0.93431 -1.17183 -2.28341
C -2.20350 0.70350 -1.31553
Cl -1.22384 0.62537 -2.78811
Cl -1.54673 1.87999 -0.17028
Cl -3.87065 1.10180 -1.70732
H -2.18153 -0.27657 -0.85069
C 1.03956 2.64697 1.98479
Cl 2.49312 3.58783 2.35496
Cl 1.13596 1.02974 2.65970
Cl -0.40061 3.49123 2.55645
H 0.96470 2.55147 0.90592
C 3.30052 -5.05290 -4.79545
Cl 4.93016 -5.75373 -4.71768
Cl 3.08066 -4.15739 -6.29750
Cl 2.07878 -6.29122 -4.58449
H 3.20883 -4.33751 -3.98703
C 0.66920 5.35888 -1.80810
Cl -0.27121 4.04591 -2.50496
Cl 1.26306 4.94280 -0.19590
Cl 2.01288 5.81152 -2.85584
H 0.01682 6.21996 -1.70434
C -4.85154 5.65038 -2.64952
Cl -3.17682 5.10694 -2.62718
Cl -5.14346 6.71750 -4.02684
Cl -5.96964 4.29188 -2.65023
H -5.02803 6.22540 -1.74575
C 0.44235 -0.22251 7.33148
Cl 2.10868 -0.79631 7.46400
Cl 0.13010 0.39963 5.71517
Cl -0.69314 -1.49895 7.75764
H 0.32791 0.59125 8.03821
C 6.77006 -2.50437 -4.18155
Cl 6.37065 -1.29722 -5.40422
Cl 8.46579 -2.98360 -4.30226
Cl 6.39288 -1.91222 -2.56558
H 6.16579 -3.38617 -4.36826
C 3.99909 2.40997 6.94273
Cl 4.51735 3.77676 7.94098
Cl 3.36099 2.95633 5.39700
Cl 5.31765 1.26297 6.71905
H 3.20645 1.89528 7.47516
C 2.68841 -0.65508 -8.33778
Cl 2.81021 -0.51229 -6.59039
Cl 3.52392 0.67749 -9.14164
Cl 3.31854 -2.20741 -8.89939
H 1.63939 -0.60305 -8.60874
C 5.96133 7.45084 -4.04572
Cl 4.88598 6.10222 -4.40602
Cl 5.04978 8.82105 -3.40513
Cl 7.22477 6.96097 -2.92197
H 6.43196 7.76597 -4.97076
C 1.65652 0.13765 11.47331
Cl 3.13702 -0.75408 11.14828
Cl 1.34387 1.33054 10.20093
Cl 0.28317 -0.94408 11.66122
H 1.78986 0.68585 12.39971
C 7.32021 8.78013 0.84841
Cl 8.93634 8.20398 0.42962
Cl 6.90216 10.21022 -0.09880
Cl 6.12345 7.51027 0.63956
H 7.33138 9.06614 1.89462
C -3.79107 10.55975 -1.95186
Cl -2.31066 11.34338 -1.40175
Cl -3.65478 8.80659 -1.85672
Cl -5.18783 11.13811 -1.04358
H -3.93943 10.82270 -2.99378
C -9.98853 -3.22420 -1.65128
Cl -9.65590 -1.82427 -0.63213
Cl -9.69271 -2.84808 -3.35164
Cl -9.06476 -4.63160 -1.14505
H -11.04155 -3.46178 -1.54531

Atoms 1-2, force components in eV/Å:
0.140 -0.281 0.089
-0.702 0.575 -0.076

Atom charges from the Mulliken analysis, given in e for atoms 1 to 2: number 1, O, carries -0.60; number 2, P, carries 0.28



[5]
Below is the molecule C18H25F3N4O4, with properties calculated with ωB97M-V with the def2-TZVPD basis set.

Output
Relative energy (zero: lowest compared OMol25 entry of this formula, charge and spin) in kcal per mole: 6.9
SMILES: CCCc1ncoc1C(=O)NC1(CNC(=O)[C@@H](NC(=O)C(F)(F)F)C(C)C)CC1
Kohn-Sham gap in eV: 10.04
HOMO energy in eV: -9.47
Multiplicity: 1
Total charge: 0
LUMO level in Eh: 0.021

Positions of all 54 atoms, in Å:
C 3.05021 6.72076 1.88353
C 1.98172 5.81266 2.47532
C 2.56017 4.45976 2.89837
C 1.52744 3.56466 3.48481
N 1.32170 3.45282 4.85600
C 0.37525 2.59145 4.97885
O -0.09616 2.09714 3.82128
C 0.65095 2.74205 2.86181
C 0.48014 2.39442 1.44606
O 1.02194 3.04823 0.57151
N -0.28669 1.29200 1.20476
C -0.44766 0.76342 -0.11764
C 0.65248 -0.18852 -0.55143
N 1.97646 0.36117 -0.32525
C 2.76407 0.15064 0.76581
O 3.67712 0.90308 1.04876
C 2.51462 -1.13108 1.58054
N 2.88951 -2.26317 0.73997
C 2.05017 -3.28217 0.50020
O 0.90444 -3.37556 0.88301
C 2.64062 -4.42028 -0.36258
F 3.91268 -4.17580 -0.73648
F 2.63203 -5.56505 0.32043
F 1.91640 -4.58233 -1.46987
C 3.25222 -1.12313 2.92231
C 3.15095 -2.48571 3.60287
C 2.66653 -0.03924 3.82352
C -1.84487 0.47943 -0.58239
C -1.09077 1.65665 -1.13384
H 2.63228 7.68155 1.58170
H 3.84572 6.91399 2.60621
H 3.50399 6.26071 1.00376
H 1.51596 6.29169 3.34080
H 1.19281 5.63532 1.74107
H 2.99993 3.96835 2.02839
H 3.34344 4.60491 3.64504
H -0.08099 2.22869 5.88516
H -0.67220 0.79197 1.98984
H 0.55200 -1.13580 -0.02427
H 0.52953 -0.41013 -1.61428
H 2.14084 1.27624 -0.72729
H 1.44912 -1.25189 1.78125
H 3.82442 -2.30168 0.36515
H 4.30093 -0.88321 2.72788
H 2.10580 -2.76980 3.75110
H 3.63466 -3.27606 3.02856
H 3.63030 -2.44932 4.58154
H 1.60780 -0.23993 4.01847
H 3.18142 -0.02705 4.78474
H 2.76312 0.94934 3.37802
H -1.98770 -0.38732 -1.21365
H -2.64872 0.67612 0.11302
H -1.37613 2.64457 -0.80532
H -0.72045 1.60074 -2.14835

Atoms 1-2, force components in eV/Å:
0.001 0.000 0.001
-0.001 0.000 -0.001

Atom charges from the Mulliken analysis, given in e for atoms 1 to 2: number 1, C, carries -1.31; number 2, C, carries -0.24



[6]
Below is the ion C18H25F3NO3 with charge -1, with properties calculated with ωB97M-V with the def2-TZVPD basis set.

Output
Relative energy (zero: lowest compared OMol25 entry of this formula, charge and spin) in kcal per mole: 0.0
SMILES: C[C@H]([C@@H](c1cc(C(C)(C)C)c([O-])c(C(C)(C)C)c1)C(F)(F)F)[N+](=O)[O-]
Kohn-Sham gap in eV: 5.65
HOMO energy in eV: -3.54
Multiplicity: 1
Total charge: -1
LUMO level in Eh: 0.078

Positions of all 50 atoms, in Å:
C 0.77283 2.45878 -2.83390
C -0.54295 3.01484 -2.18311
C -1.36156 1.67076 -1.61160
C -0.80188 0.56907 -0.72684
C -0.18478 -0.61204 -1.21113
C 0.34257 -1.60065 -0.38611
C 0.90788 -2.93769 -0.93441
C 2.43600 -2.82646 -0.93520
C 0.36760 -3.15877 -2.34178
C 0.39425 -4.05801 -0.02412
C 0.52478 -1.28259 1.06938
O 1.34061 -1.92743 1.72679
C -0.12091 -0.04539 1.55040
C 0.13924 0.33032 3.01856
C -0.29484 -0.84174 3.93858
C -0.69360 1.56637 3.40851
C 1.64579 0.65044 3.24131
C -0.77212 0.78640 0.64452
C -2.71487 2.11573 -1.08143
F -3.39060 2.69297 -2.11683
F -3.48829 1.00519 -0.60076
F -2.65585 3.10518 -0.06505
N -1.06981 4.03047 -3.16525
O -1.96194 4.74068 -2.70407
O -0.74677 4.07724 -4.40731
H 1.45379 2.68052 -1.98221
H 0.78661 1.40428 -3.13050
H 1.10446 3.08149 -3.69661
H -0.35646 3.69954 -1.16862
H -1.45459 1.34076 -2.64292
H -0.25582 -0.81146 -2.30785
H 2.78842 -2.63526 0.08626
H 2.86637 -3.75909 -1.29399
H 2.76266 -2.00661 -1.59068
H -0.72809 -3.17342 -2.32608
H 0.70375 -2.38314 -3.02936
H 0.71157 -4.10844 -2.74653
H -0.70544 -4.04851 -0.04474
H 0.77174 -5.02799 -0.34742
H 0.72443 -3.86973 0.99965
H 0.29597 -1.72236 3.65355
H -0.11945 -0.58412 4.99376
H -1.36602 -1.03270 3.75036
H -0.40250 2.45950 2.81809
H -1.77629 1.35920 3.26787
H -0.52833 1.80647 4.48323
H 1.94748 1.47818 2.57536
H 1.80090 0.93426 4.29396
H 2.22603 -0.25335 3.00351
H -1.32197 1.64829 1.11276

Atoms 1-2, force components in eV/Å:
0.577 1.618 1.383
3.048 0.353 2.779

Atom charges from the Mulliken analysis, given in e for atoms 1 to 2: number 1, C, carries -1.14; number 2, C, carries 0.02